Formula: C27H24ClF2N3O4S
Source: the OMol25 dataset
Level of theory: wB97M-V/def2-TZVPD

Structure (XYZ):
```
62
Properties=species:S:1:pos:R:3:mulliken_charge:R:1
C 8.6858 0.0016 -1.1095 -0.941
C 7.8452 -1.1281 -0.8035 -0.409
O 6.4152 -0.7381 -0.7833 -0.110
C 5.3549 -1.4935 -0.3115 0.049
O 5.4707 -2.7260 -0.0476 -0.711
C 4.0652 -0.7179 -0.3596 -0.453
C 3.0345 -1.4510 0.2083 0.280
N 1.8645 -1.0619 0.4998 0.293
C 0.7267 -1.7097 0.7092 0.255
N -0.4799 -1.6598 0.0669 -0.297
C -1.2086 -2.9471 0.3800 0.081
C -2.5605 -2.8713 0.0420 0.738
C -3.6259 -3.6337 0.5180 -0.603
C -4.7723 -3.3820 -0.1170 -0.036
C -5.2133 -2.4765 -0.8829 0.027
Cl -6.7968 -2.2361 -1.8532 -0.233
C -4.2567 -1.6536 -1.5506 -1.062
C -3.0445 -1.6478 -0.8065 -0.032
C -0.6452 -3.6475 1.3134 -0.246
S 0.9626 -3.3907 1.5131 -0.269
C 1.6004 0.5009 0.2757 0.074
C 0.3415 0.9152 0.9285 -0.185
F -0.4125 0.2746 1.7697 -0.397
C 0.0758 2.2344 0.5936 0.538
N -1.1157 2.8923 0.9591 0.371
C -2.3927 1.9953 0.8721 -0.853
C -3.3164 2.4771 -0.1167 0.530
C -4.5901 2.0411 -0.0478 -1.214
O -3.6302 4.0569 0.1174 -0.435
C -2.2353 4.6050 0.1657 0.280
C -2.8163 6.2226 0.4042 -1.667
C -1.2407 4.1327 1.1266 -0.988
C 1.0206 3.0428 -0.2850 0.568
F 0.7104 4.2089 -0.6784 -0.265
C 2.2196 2.5062 -0.6751 -1.069
C 2.6960 1.1893 -0.4651 -0.161
C 3.9004 0.5278 -0.6551 0.958
O 4.7247 1.1900 -1.3156 -0.728
H 8.8233 0.7362 -0.1148 0.234
H 8.3413 0.4075 -2.1890 0.226
H 9.6802 -0.4062 -1.2723 0.408
H 7.8046 -1.8050 -1.5987 0.316
H 8.0540 -1.6260 0.1130 0.374
H 3.3054 -2.4096 0.5995 0.593
H -3.3485 -4.5132 1.1766 0.182
H -5.5601 -4.1394 0.2869 0.221
H -4.5223 -0.8574 -2.0291 0.621
H -2.1622 -0.9570 -1.2519 0.247
H -1.1733 -4.6709 1.7741 0.156
H -2.1479 1.0030 0.8506 0.410
H -2.8820 2.0208 1.9430 0.016
H -2.9131 2.4259 -1.0397 0.487
H -5.2252 2.1990 -1.0751 0.277
H -4.5000 0.7836 0.0968 0.058
H -5.1536 2.1105 0.8664 0.411
H -1.7755 4.6165 -1.0622 0.118
H -3.2608 6.2668 1.1539 0.749
H -1.8309 6.6200 0.1324 0.427
H -3.4699 6.5042 -0.6945 0.215
H -0.3929 4.6627 1.2119 0.674
H -1.7934 4.1913 2.1280 0.292
H 2.9517 3.1615 -0.9541 0.612
```

The value obtained for the total energy is -2565.986105 Ha. As for the highest occupied orbital energy: -0.302 Eh. Its LUMO energy is -0.7688 eV. The SMILES is CCOC(=O)c1cn(-c2nc(-c3ccc(Cl)cc3)cs2)c2c(F)c(N3C[C@@H](C)O[C@@H](C)C3)c(F)cc2c1=O.

***

Formula: C6H13NO7Zn
Source: the OMol25 dataset
Level of theory: wB97M-V/def2-TZVPD

Structure (XYZ):
```
28
Properties=species:S:1:pos:R:3:mulliken_charge:R:1
Zn 0.6956 -0.7910 0.3206 0.504
O 2.2360 -1.9231 3.7126 -0.434
C 1.7033 -1.5272 2.6000 0.926
O 1.0310 -2.2953 1.8353 -0.705
O 1.7532 -0.4036 2.1026 -0.670
H 2.7896 -1.1432 3.7960 0.341
O 1.6187 -2.6888 -2.8945 -0.450
C 1.2255 -2.0973 -1.7548 0.831
O 2.0326 -1.5509 -0.9812 -0.658
O 0.0569 -1.9552 -1.3185 -0.671
H 0.8155 -2.8066 -3.4069 0.336
C -3.1401 0.9609 -0.0459 -1.545
C -1.6933 0.4170 -0.1618 0.270
C -0.7134 1.5438 -0.5893 -0.794
O 0.6078 0.9721 -0.6197 0.099
C 1.5941 1.9583 -0.9511 -0.947
N -1.2418 -0.2330 1.0791 -0.318
H -3.2290 1.8797 0.5338 0.384
H -3.8914 0.3092 0.4000 0.418
H -3.5793 1.1764 -1.0200 0.389
H -1.5625 -0.2952 -0.9765 0.291
H -0.6379 2.4215 0.0526 0.426
H -0.8285 1.9550 -1.5921 0.440
H 2.5616 1.4639 -1.0384 0.299
H 1.7897 2.7949 -0.2804 0.332
H 1.4087 2.4612 -1.9002 0.347
H -1.5334 0.3938 1.8154 0.289
H -1.8692 -0.9977 1.2833 0.270
```

The value obtained for the total energy is -2597.252993 Ha. As for the highest occupied orbital energy: -0.312 Eh. Its LUMO energy is 0.2650 eV.

***

Formula: C44H113N11O16
Source: the OMol25 dataset
Level of theory: wB97M-V/def2-TZVPD

Structure (XYZ):
```
184
Properties=species:S:1:pos:R:3:mulliken_charge:R:1
C -1.6660 4.7582 0.0721 -0.976
O -1.5669 3.6226 -0.8048 0.005
C -2.6533 3.4683 -1.7455 -1.262
C -2.7635 1.9598 -2.2130 -0.362
N -3.5094 1.0845 -1.3640 -0.267
C -3.5512 -0.3110 -1.8079 0.227
C -4.1943 -0.6185 -3.1742 -0.614
O -3.2168 -0.4743 -4.1642 -0.015
C -3.4761 -0.9671 -5.4300 -0.971
H -2.4008 4.7259 0.8765 0.227
H -1.8947 5.5878 -0.5968 0.421
H -0.7433 5.0580 0.5690 0.244
H -2.4537 4.1386 -2.5815 0.403
H -3.6016 3.7241 -1.2728 0.473
H -1.7841 1.5007 -2.3476 0.250
H -3.1392 1.9750 -3.2361 0.448
H -2.9911 1.1441 -0.4991 0.158
H -4.2399 -0.7267 -1.0724 -0.179
H -2.5286 -0.6648 -1.6768 0.140
H -5.1562 -0.1939 -3.4615 0.404
H -4.3844 -1.6898 -3.1096 0.173
H -3.9918 -0.1864 -5.9891 0.340
H -4.1905 -1.7878 -5.3663 0.361
H -2.5914 -1.2810 -5.9840 0.189
C 3.6617 7.8682 -3.8471 -0.904
O 3.3113 6.5321 -3.6300 -0.128
C 3.1607 5.8629 -4.9013 -1.117
C 2.5734 4.3943 -4.7438 -0.081
N 1.1107 4.3526 -4.5054 -0.346
C 0.4566 3.0731 -4.1327 -0.167
C 1.0510 1.8529 -4.8181 -0.629
O 0.3457 0.7374 -4.3407 0.190
C 0.6359 -0.4443 -5.0920 -0.722
H 4.6160 8.0708 -4.3333 0.352
H 3.6874 8.3413 -2.8655 0.236
H 2.8573 8.3584 -4.3954 0.375
H 4.1469 5.8218 -5.3636 0.439
H 2.6490 6.5114 -5.6125 0.491
H 2.9110 4.1080 -3.7477 0.072
H 2.8128 3.7076 -5.5558 0.309
H 0.7436 5.2313 -4.1689 0.299
H -0.6308 3.1410 -4.0978 0.330
H 0.7834 2.8625 -3.1144 -0.085
H 2.1158 1.8185 -4.5877 0.144
H 0.8726 1.9142 -5.8916 0.264
H 1.5414 -0.9434 -4.7469 0.140
H 0.5896 -0.3901 -6.1797 0.407
H 0.0087 -1.2715 -4.7597 0.142
C -3.6472 1.4048 3.1645 -0.394
O -4.3760 2.5500 3.2059 -0.432
C -3.7267 3.6771 3.6928 -0.693
C -3.2144 3.6799 5.1571 -0.204
N -2.5689 4.8884 5.4403 -0.341
C -2.2692 5.3109 6.8022 -1.009
C -3.5330 5.5397 7.6604 -0.534
O -4.3510 6.5341 7.0770 -0.338
C -5.4816 6.7263 7.8500 -0.766
H -2.9941 1.5388 2.3022 0.168
H -4.4538 0.7734 2.7919 0.183
H -3.2757 1.0095 4.1099 0.246
H -4.4430 4.4969 3.6399 0.381
H -2.9299 3.9383 2.9964 0.192
H -2.5463 2.8432 5.3616 0.314
H -4.1464 3.6039 5.7171 0.247
H -3.2116 5.6418 5.2417 0.302
H -1.6248 6.1889 6.8464 0.401
H -1.6772 4.5555 7.3189 0.389
H -3.0490 6.0741 8.4779 0.463
H -3.9219 4.6227 8.1030 0.426
H -5.1461 7.1327 8.8041 0.316
H -6.0415 5.8161 8.0650 0.315
H -6.1330 7.5034 7.4500 0.253
C 6.9733 1.0553 3.9579 -0.736
O 6.5938 1.1504 2.5675 -0.421
C 5.4373 0.3262 2.2900 -0.288
C 5.0624 0.5318 0.8037 0.079
N 4.7857 1.9538 0.4549 -0.365
C 3.8249 2.6621 1.3044 -0.735
C 3.2367 3.8587 0.5020 -0.097
O 4.2278 4.8352 0.2685 -0.477
C 3.5731 5.9607 -0.4421 -0.602
H 7.2455 0.0064 4.0751 0.258
H 6.1190 1.3168 4.5823 0.291
H 7.8408 1.5987 4.3324 0.293
H 4.5297 0.5945 2.8308 0.367
H 5.6301 -0.7117 2.5616 0.144
H 4.2260 -0.1407 0.6137 -0.361
H 5.9197 0.2418 0.1963 0.407
H 5.6383 2.4925 0.5103 0.300
H 4.2954 3.0672 2.2003 0.243
H 3.0125 1.9652 1.5106 0.557
H 2.4184 4.3357 1.0413 0.497
H 2.8874 3.4332 -0.4387 -0.306
H 4.3600 6.4941 -0.9754 0.229
H 3.0695 6.6145 0.2699 0.319
H 2.8252 5.5434 -1.1163 0.220
C 6.0392 -2.9738 -1.6263 -0.934
O 5.1987 -2.8020 -0.5294 -0.058
C 5.4679 -3.7764 0.5459 -0.845
C 5.0490 -3.2891 1.9485 -0.752
N 3.7259 -2.6763 1.7746 -0.053
C 2.7082 -3.8133 1.7638 -0.537
C 1.2593 -3.2720 1.3995 -0.255
O 0.3874 -4.4558 1.4848 -0.033
C -0.0728 -4.9377 2.7014 -1.144
H 7.0840 -3.0128 -1.3182 0.370
H 6.0363 -2.1845 -2.3781 0.208
H 5.8436 -3.9595 -2.0487 0.279
H 6.5514 -3.8959 0.5417 0.725
H 5.0628 -4.7381 0.2309 0.272
H 5.8406 -2.6039 2.2518 0.157
H 5.0662 -4.1045 2.6717 0.364
H 3.8858 -2.3501 0.8322 0.199
H 2.5890 -4.3301 2.7161 0.399
H 3.0110 -4.4786 0.9553 0.279
H 1.2130 -2.8355 0.4018 -0.227
H 0.9644 -2.5380 2.1493 0.514
H 0.7561 -5.4848 3.1505 0.390
H -0.7988 -5.7419 2.5819 0.265
H -0.5182 -4.2712 3.4400 0.365
C -5.7398 -4.0804 -1.7587 -0.644
O -6.2286 -3.0765 -0.8895 -0.106
C -7.3928 -3.4829 -0.1429 -0.515
C -7.5174 -2.3882 0.9864 -1.063
N -6.3037 -2.0061 1.6822 -0.093
C -5.6942 -3.0653 2.4086 -0.347
C -4.6696 -2.4879 3.3824 -0.635
O -3.2643 -2.6702 3.0267 -0.429
C -2.9706 -2.0517 1.7919 0.559
H -4.7741 -3.7542 -2.1449 -0.064
H -6.4278 -4.3134 -2.5714 0.336
H -5.5085 -5.0598 -1.3400 0.371
H -7.1357 -4.3990 0.3890 0.376
H -8.3309 -3.5000 -0.6978 0.375
H -8.4035 -2.5510 1.6000 0.491
H -7.8148 -1.4886 0.4476 0.410
H -5.5901 -1.8814 0.9784 0.001
H -5.2085 -3.7064 1.6729 0.244
H -6.5247 -3.5950 2.8754 0.590
H -4.7664 -2.8881 4.3917 0.371
H -4.8205 -1.4600 3.7120 0.157
H -3.3928 -2.5341 0.9103 0.000
H -1.8854 -2.0528 1.6893 -0.331
H -3.2298 -0.9974 1.8879 -0.008
C -0.5167 -2.4318 -1.8410 0.305
O -0.1404 -3.8699 -1.7585 -0.199
C -1.1395 -4.7319 -2.2925 -0.506
C -0.5890 -6.2177 -2.4197 -0.798
N -0.2368 -6.5582 -1.0580 -0.063
C 0.4026 -7.8291 -0.8688 -0.769
C 1.5998 -7.6888 0.0668 -0.783
O 2.4155 -6.4857 -0.1771 -0.090
C 3.2931 -6.7834 -1.2736 -0.886
H -0.6656 -2.0320 -2.8440 0.202
H 0.2031 -1.8010 -1.3194 -0.122
H -1.5169 -2.3721 -1.4117 -0.068
H -1.2772 -4.4579 -3.3385 0.426
H -2.0755 -4.6492 -1.7402 0.226
H 0.2305 -6.1318 -3.1332 0.333
H -1.3256 -6.8667 -2.8934 0.378
H 0.3981 -5.8458 -0.7271 0.001
H 0.7279 -8.0687 -1.8811 0.352
H -0.4330 -8.4761 -0.6015 0.388
H 2.2435 -8.5678 0.0363 0.529
H 1.2528 -7.7524 1.0982 0.329
H 4.0464 -7.5496 -1.0903 0.387
H 3.7196 -5.8851 -1.7199 0.134
H 2.8307 -7.1184 -2.2020 0.344
N 4.4026 -0.3996 -3.6601 -0.331
C 3.9358 -0.0018 -2.4937 0.135
N 4.3920 1.1747 -2.1753 -0.061
O 3.3125 -0.7183 -1.7010 -0.471
H 5.0689 0.1198 -4.2135 0.142
H 4.1288 -1.3229 -3.9645 0.295
H 4.9718 1.6221 -2.8708 0.211
H 4.3403 1.4770 -1.2130 0.020
N 1.3373 -0.1280 0.5032 0.939
C 0.2125 0.5566 0.5177 0.534
N 0.2817 1.6815 -0.1587 0.956
O -0.8313 0.3400 1.2038 -0.655
H 1.8743 -0.1663 -0.3513 -0.391
H 1.4285 -0.9456 1.0891 -0.209
H 1.1830 2.0523 -0.4239 -0.345
H -0.5348 2.2521 0.0081 -0.340
```

The value obtained for the total energy is -3549.909827 Ha. As for the highest occupied orbital energy: -0.294 Eh. Its LUMO energy is 0.4154 eV. The SMILES is COCCNCCOC.COCCNCCOC.COCCNCCOC.COCCNCCOC.COCCNCCOC.COCCNCCOC.COCCNCCOC.NC(N)=O.NC(N)=O.

***

Formula: C29H42BCeN6O5S3
Source: the OMol25 dataset
Level of theory: wB97M-V/def2-TZVPD

Structure (XYZ):
```
87
Properties=species:S:1:pos:R:3:mulliken_charge:R:1
Ce 0.4437 -0.1818 -0.0006 -0.184
C 1.6864 4.6141 3.0462 -1.581
C 1.6904 3.2358 3.7055 1.414
C 2.6835 2.2864 3.0355 -1.318
C 2.1019 3.4046 5.1680 -2.255
N 0.3121 2.6449 3.6468 0.481
C -0.4296 2.2952 4.7710 -0.138
C -1.5668 1.7311 4.3393 -1.362
N -1.5438 1.7197 2.9616 0.118
B -2.6920 1.0634 2.1555 0.744
N -3.0394 1.9843 0.9476 0.083
C -3.5623 3.2309 1.2345 -1.539
C -3.6452 3.9221 0.0888 -0.043
N -3.1668 3.0994 -0.9252 0.515
C -2.8077 1.9013 -0.3798 0.326
S -2.1653 0.5386 -1.1931 -0.360
C -3.0900 3.5013 -2.3660 1.436
C -3.5999 4.9332 -2.5123 -2.264
C -3.9798 2.5829 -3.2052 -1.632
C -1.6326 3.4641 -2.8308 -1.361
N -2.4353 -0.4322 1.7438 0.434
C -3.4751 -1.1370 1.1763 -1.731
C -3.1088 -2.4190 1.0662 0.023
N -1.8191 -2.5338 1.5609 0.814
C -1.4198 -1.3019 2.0032 -0.093
S 0.0796 -0.9144 2.7613 -0.338
C -1.1320 -3.8637 1.7488 1.374
C -1.9774 -4.9471 1.0765 -2.245
C 0.2409 -3.8821 1.0810 -1.450
C -1.0469 -4.1530 3.2467 -1.667
C -0.3894 2.2861 2.5351 0.101
S 0.0674 2.5209 0.8901 -0.341
H 2.6855 5.0491 3.1241 0.472
H 0.9790 5.2752 3.5536 0.383
H 1.4138 4.5488 1.9950 0.272
H 3.6993 2.6555 3.1975 0.508
H 2.5120 2.2089 1.9655 0.157
H 2.6034 1.2868 3.4688 0.312
H 3.1006 3.8393 5.1854 0.458
H 2.1465 2.4458 5.6889 0.478
H 1.4342 4.0811 5.7062 0.489
H -0.0940 2.4672 5.7751 0.518
H -2.3889 1.3093 4.8928 0.617
H -3.6599 1.0496 2.8799 -0.237
H -3.8162 3.5216 2.2411 0.581
H -3.9714 4.9312 -0.0750 0.523
H -4.6399 5.0315 -2.1944 0.511
H -3.5484 5.2001 -3.5676 0.447
H -2.9823 5.6423 -1.9561 0.471
H -5.0166 2.6525 -2.8661 0.402
H -3.6547 1.5469 -3.1300 0.291
H -3.9346 2.8914 -4.2525 0.478
H -1.0154 4.0949 -2.1858 0.357
H -1.5730 3.8411 -3.8550 0.565
H -1.2351 2.4520 -2.7993 0.042
H -4.3860 -0.6502 0.8714 0.595
H -3.6416 -3.2400 0.6298 0.553
H -2.1113 -4.7393 0.0131 0.447
H -2.9501 -5.0747 1.5554 0.503
H -1.4364 -5.8877 1.1637 0.456
H 0.1516 -3.7272 0.0047 0.220
H 0.6881 -4.8656 1.2460 0.565
H 0.9170 -3.1409 1.4917 0.321
H -2.0441 -4.1286 3.6950 0.372
H -0.4144 -3.4241 3.7514 0.312
H -0.6228 -5.1484 3.3989 0.473
O 0.8929 -3.2898 -2.5449 -0.737
C 0.7592 -2.1255 -2.2472 -0.064
O -0.1296 -1.6422 -1.4063 -0.425
C 1.6295 -1.0576 -2.9592 0.105
C 0.8167 0.2140 -3.3015 -0.315
C 1.4792 0.9624 -4.4530 -1.023
C 2.7585 1.5050 -3.7660 -1.042
C 2.5402 1.0734 -2.3145 -0.279
O 1.0920 1.0885 -2.1682 -0.158
C 2.8088 -0.4283 -2.1154 -0.179
C 2.6526 -0.7231 -0.6120 0.734
O 2.3244 -1.8516 -0.2275 -0.470
O 2.5893 0.2901 0.1706 -0.541
H 2.0097 -1.5417 -3.8522 0.765
H -0.2504 0.0549 -3.3981 0.959
H 0.8361 1.7743 -4.7893 0.295
H 1.6802 0.3058 -5.2987 0.415
H 2.8238 2.5884 -3.8373 0.379
H 3.6750 1.0764 -4.1714 0.347
H 2.9938 1.7032 -1.5658 0.802
H 3.7875 -0.7592 -2.4591 0.556
```

The value obtained for the total energy is -3529.860473 Ha. As for the highest occupied orbital energy (alpha / beta): -0.267 / -0.282 Eh. The spin multiplicity is 2. Its LUMO energy (alpha / beta) is 0.5039 / 0.5049 eV.